(1)
81
Properties=species:S:1:pos:R:3:mulliken_charge:R:1 method="wB97M-V/def2-TZVPD" e_homo_ev=-9.6 lumo_ev=-1.942 gap_ha=0.282 charge=+1 relative_energy_kcal_mol=0.4
La 0.261 -1.263 0.320 1.444
C 3.652 -0.978 2.586 -0.899
As 3.953 -1.348 0.753 0.667
C 4.696 -3.073 0.561 -1.003
C 5.147 -0.023 0.124 -1.097
O 2.506 -1.247 -0.155 -0.606
H 4.589 -1.177 3.106 0.449
H 2.854 -1.597 2.989 0.331
H 3.401 0.079 2.677 0.215
H 5.704 -3.072 0.974 0.412
H 4.728 -3.322 -0.498 0.355
H 4.069 -3.798 1.081 0.262
H 5.945 0.124 0.850 0.420
H 4.583 0.900 -0.004 0.272
H 5.564 -0.331 -0.832 0.382
C 0.866 3.782 -4.046 -1.689
C 0.558 2.430 -3.460 -0.185
C 0.551 1.296 -4.269 -0.878
C 0.247 0.057 -3.728 0.066
C 0.224 -1.170 -4.597 -1.567
C -0.043 -0.033 -2.371 -0.651
C -0.026 1.088 -1.504 1.727
C 0.277 2.322 -2.105 -0.267
N -0.305 0.910 -0.141 -0.524
C -0.167 1.931 0.889 2.044
C 1.247 2.542 0.958 -0.977
C 1.379 3.525 2.122 0.446
C 1.142 2.777 3.433 -1.389
C -0.259 2.164 3.423 0.307
C -1.300 3.279 3.286 -1.567
C -1.073 4.031 1.973 0.382
C 0.336 4.636 1.966 -1.270
C -1.217 3.051 0.805 -1.107
C -0.394 1.197 2.239 -1.997
H 1.013 3.731 -5.124 0.395
H 1.777 4.199 -3.610 0.329
H 0.060 4.491 -3.854 0.350
H 0.763 1.384 -5.328 0.299
H 0.324 -0.901 -5.647 0.404
H -0.710 -1.727 -4.490 0.318
H 1.042 -1.853 -4.357 0.295
H -0.350 -1.033 -2.064 0.217
H 0.278 3.225 -1.516 0.669
H 1.504 3.032 0.020 0.766
H 1.971 1.721 1.081 -0.473
H 2.382 3.961 2.119 0.307
H 1.240 3.452 4.287 0.547
H 1.897 1.993 3.572 0.223
H -0.430 1.616 4.352 0.423
H -1.221 3.961 4.138 0.552
H -2.310 2.858 3.309 0.465
H -1.813 4.827 1.870 0.293
H 0.437 5.365 2.775 0.498
H 0.502 5.179 1.030 0.522
H -1.134 3.577 -0.146 0.368
H -2.210 2.588 0.819 0.306
H -1.382 0.718 2.230 0.300
H 0.363 0.404 2.412 0.391
S 1.291 -5.157 1.402 -0.400
C 0.907 -3.703 2.029 0.473
N 0.638 -2.583 2.283 -0.812
C -5.165 -2.426 -1.108 -1.269
N -3.957 -2.182 -0.319 0.155
C -3.885 -0.945 0.455 -1.179
C -2.840 -2.911 -0.475 0.409
O -1.729 -2.391 -0.137 -0.007
N -2.873 -4.148 -1.005 0.100
C -3.923 -5.107 -0.645 -1.213
C -1.618 -4.756 -1.436 -0.856
H -5.535 -1.464 -1.458 0.482
H -5.955 -2.919 -0.542 0.323
H -4.918 -3.030 -1.978 0.400
H -4.879 -0.507 0.460 0.496
H -3.178 -0.235 0.022 0.302
H -3.601 -1.148 1.488 0.344
H -4.634 -4.660 0.042 0.405
H -3.449 -5.948 -0.137 0.417
H -4.454 -5.472 -1.524 0.325
H -1.063 -4.078 -2.081 0.202
H -1.872 -5.633 -2.030 0.390
H -0.997 -5.055 -0.590 0.241

=====

(2)
80
Properties=species:S:1:pos:R:3:mulliken_spin:R:1 method="wB97M-V/def2-TZVPD" e_homo_ev="-19.5 / -19.5" lumo_ev="-13.499 / -14.683" gap_ha="0.220 / 0.177" s_squared=2.028 charge=+4 multiplicity=3
N 2.641 -3.786 5.173 0.789
C 1.678 -2.861 5.246 0.010
C 0.785 -2.643 4.198 0.074
C 0.909 -3.430 3.034 -0.004
C 1.927 -4.402 2.952 0.087
C 2.761 -4.544 4.077 0.003
C 0.069 -3.029 1.936 -0.001
W -0.630 -0.748 -2.118 0.778
P -1.277 1.465 -1.723 0.065
C 0.065 -3.529 0.664 -0.001
C -0.639 -2.891 -0.456 0.026
C -0.203 -3.054 -1.797 -0.080
C -1.106 -2.875 -2.887 0.125
C -2.220 -2.054 -2.655 -0.119
C -2.547 -1.610 -1.360 0.050
C -1.644 -1.917 -0.315 -0.043
Br -3.033 -1.009 -4.268 0.026
H -0.543 -2.153 2.151 0.004
H 0.618 -4.460 0.422 0.001
H 0.046 -1.839 4.238 0.009
H 2.107 -4.969 2.038 0.008
H 1.592 -2.252 6.150 0.025
H 3.556 -5.294 4.061 0.027
H 0.777 -3.482 -1.981 0.001
H -1.930 -1.550 0.669 -0.005
H -0.874 -3.273 -3.868 0.035
H -3.476 -1.075 -1.191 0.006
P 1.656 -0.062 -0.346 -0.005
C -2.906 1.621 -0.920 -0.002
C -4.008 1.920 -1.917 0.005
H -2.795 2.419 -0.168 0.004
H -3.101 0.692 -0.361 -0.002
H -4.965 1.836 -1.387 0.000
H -3.932 2.935 -2.323 -0.001
H -4.006 1.200 -2.747 -0.001
C -0.616 1.021 -3.529 0.047
C -1.313 1.993 -4.527 0.026
H -0.988 -0.021 -3.861 0.000
H 0.462 1.112 -3.693 0.008
H -1.402 1.515 -5.513 0.008
H -2.320 2.277 -4.191 -0.003
H -0.711 2.904 -4.672 -0.001
C -0.678 3.153 -1.520 0.011
C -1.533 4.308 -2.063 0.011
H 0.331 3.169 -1.959 0.001
H -0.583 3.231 -0.430 0.003
H -0.941 5.218 -1.918 -0.001
H -1.752 4.227 -3.135 -0.001
H -2.474 4.450 -1.510 0.001
C 2.444 1.363 0.578 -0.007
C 2.201 2.784 0.102 0.004
H 3.537 1.191 0.601 -0.002
H 2.068 1.279 1.612 0.000
H 3.008 3.441 0.462 0.000
H 2.178 2.865 -0.990 -0.001
H 1.263 3.171 0.513 0.000
C 2.611 0.075 -1.936 -0.014
C 2.637 -1.224 -2.720 0.002
H 3.629 0.369 -1.650 0.001
H 2.169 0.905 -2.501 0.002
H 3.134 -1.058 -3.681 0.002
H 3.199 -1.990 -2.178 0.000
H 1.645 -1.651 -2.949 0.009
C 2.804 -1.327 0.465 -0.003
C 3.164 -1.111 1.937 -0.002
H 3.735 -1.345 -0.127 -0.001
H 2.313 -2.303 0.331 0.000
H 3.690 -1.995 2.322 -0.001
H 3.833 -0.252 2.072 0.000
H 2.276 -0.953 2.560 0.001
N -2.630 2.174 4.280 0.000
C -1.361 2.477 3.570 0.000
C -1.258 1.322 2.554 0.001
O -0.472 1.470 1.591 0.004
O -1.992 0.320 2.816 0.000
H -3.338 2.895 4.125 0.000
H -2.468 2.133 5.288 0.000
H -2.912 1.226 3.883 0.000
H -1.403 3.452 3.089 0.000
H -0.534 2.444 4.281 0.000

=====

(3)
83
Properties=species:S:1:pos:R:3:mulliken_spin:R:1 method="wB97M-V/def2-TZVPD" e_homo_ev="-4.7 / -4.7" lumo_ev="2.277 / 1.948" gap_ha="0.255 / 0.243" s_squared=2.006 charge=-1 multiplicity=3
Pd -2.778 -0.719 -0.181 1.313
C -1.696 -3.231 1.754 -0.010
Si -2.126 -1.741 2.801 0.025
C -0.902 -1.783 4.245 0.005
C -3.863 -1.949 3.479 -0.004
N -2.014 -0.337 1.781 0.144
C -2.303 0.925 2.228 -0.021
C -2.387 1.302 3.586 0.023
C -2.708 2.587 3.989 -0.004
C -2.983 3.578 3.059 0.010
C -2.908 3.255 1.710 -0.006
C -2.539 1.984 1.321 -0.029
O -2.506 1.623 -0.026 0.048
C -2.006 2.454 -1.002 0.002
C -1.146 3.513 -0.738 0.003
C -0.674 4.278 -1.796 -0.001
C -1.037 3.985 -3.102 0.002
C -1.885 2.911 -3.347 -0.001
C -2.380 2.145 -2.304 -0.008
H -1.678 -4.124 2.387 -0.001
H -0.701 -3.122 1.312 0.004
H -2.404 -3.397 0.941 0.002
H -0.962 -2.773 4.707 0.000
H -1.076 -1.045 5.028 0.000
H 0.122 -1.652 3.887 0.000
H -3.954 -2.890 4.030 0.000
H -4.572 -1.969 2.647 0.000
H -4.152 -1.137 4.150 0.000
H -2.208 0.552 4.343 0.000
H -2.759 2.807 5.049 0.000
H -3.264 4.576 3.367 0.001
H -3.140 3.993 0.953 0.000
H -0.851 3.735 0.277 0.001
H -0.006 5.105 -1.590 0.000
H -0.660 4.583 -3.921 0.000
H -2.172 2.666 -4.361 0.000
H -3.043 1.304 -2.476 0.004
C 1.046 1.373 0.755 0.000
C 2.037 0.206 0.627 0.001
C 3.454 0.731 0.904 0.001
C 1.657 -0.782 1.738 0.002
Si 1.917 -0.633 -1.096 0.010
Br -0.291 -0.929 -1.514 0.024
C 2.661 -2.408 -1.139 -0.001
C 1.777 -3.419 -0.392 0.001
C 2.775 -2.926 -2.579 0.003
C 4.065 -2.428 -0.512 0.001
C 2.516 0.485 -2.543 0.003
C 4.048 0.468 -2.668 0.001
C 2.065 1.934 -2.311 -0.001
C 1.909 0.073 -3.894 0.006
H 1.151 1.811 1.755 0.000
H 0.016 1.026 0.667 0.014
H 1.219 2.162 0.027 -0.001
H 3.486 1.139 1.920 0.000
H 3.735 1.538 0.226 0.000
H 4.217 -0.048 0.840 0.000
H 1.638 -0.243 2.691 0.000
H 2.364 -1.605 1.841 0.000
H 0.654 -1.184 1.581 0.001
H 0.779 -3.485 -0.826 -0.001
H 1.665 -3.193 0.666 0.000
H 2.239 -4.410 -0.469 0.000
H 1.810 -2.919 -3.089 -0.001
H 3.123 -3.965 -2.551 0.000
H 3.490 -2.362 -3.178 0.000
H 4.045 -2.194 0.552 0.000
H 4.753 -1.734 -0.999 0.000
H 4.486 -3.434 -0.616 0.000
H 4.548 0.740 -1.736 0.000
H 4.351 1.198 -3.426 0.000
H 4.429 -0.503 -2.984 0.000
H 2.550 2.395 -1.450 0.000
H 0.984 2.008 -2.176 0.001
H 2.325 2.531 -3.192 0.000
H 2.137 -0.950 -4.183 -0.001
H 2.313 0.733 -4.670 0.000
H 0.826 0.190 -3.892 -0.001
O -3.413 -2.701 -1.060 0.156
S -4.603 -1.838 -1.425 -0.016
O -5.634 -2.521 -2.147 0.021
O -5.035 -1.248 -0.103 0.167
O -3.964 -0.673 -2.157 0.112

=====

(4)
90
Properties=species:S:1:pos:R:3:mulliken_spin:R:1 method="wB97M-V/def2-TZVPD" e_homo_ev="-9.9 / -10.5" lumo_ev="-2.539 / -3.424" gap_ha="0.270 / 0.261" s_squared=3.794 charge=+1 multiplicity=4
Tc -0.093 -0.268 0.095 2.609
C 1.867 0.618 0.323 0.150
C 1.780 0.055 1.663 -0.017
C 1.058 0.931 2.446 0.091
C 0.788 2.141 1.682 0.042
C 1.299 1.979 0.424 -0.023
C 1.361 2.986 -0.670 0.013
C 0.051 3.315 2.226 0.005
C 0.662 0.712 3.865 -0.009
C 2.411 -1.212 2.142 0.012
C 2.954 0.273 -0.652 0.011
H 2.382 3.366 -0.772 0.002
H 0.710 3.832 -0.462 -0.002
H 1.076 2.555 -1.631 -0.006
H 0.413 3.577 3.222 0.005
H -1.020 3.110 2.318 0.006
H 0.170 4.191 1.592 -0.004
H 0.614 1.651 4.417 0.003
H 1.371 0.057 4.372 0.000
H -0.321 0.238 3.921 0.008
H 3.190 -0.979 2.873 -0.002
H 2.872 -1.775 1.335 0.003
H 1.690 -1.870 2.632 0.000
H 3.908 0.680 -0.305 -0.005
H 2.743 0.686 -1.638 0.001
H 3.066 -0.805 -0.756 0.001
N -0.367 -4.194 2.521 0.001
C -0.891 -3.784 1.157 0.001
C -1.763 -4.899 0.590 0.001
P -1.768 -2.191 1.294 0.015
O -3.135 -2.492 2.055 -0.004
O -0.894 -1.302 2.125 0.042
O -1.953 -1.703 -0.109 0.021
P 0.686 -3.508 0.164 -0.003
O 0.409 -4.276 -1.199 0.000
O 1.711 -4.170 1.005 0.002
O 0.847 -2.042 -0.202 0.018
H -0.835 -5.027 2.874 0.001
H -0.454 -3.439 3.203 -0.001
H 0.656 -4.398 2.344 0.000
H -2.610 -5.097 1.251 0.001
H -1.194 -5.819 0.450 0.000
H -2.142 -4.599 -0.385 0.000
H -3.898 -2.602 1.471 -0.001
H 0.474 -3.704 -1.975 0.001
C -2.644 4.793 0.545 0.000
N -2.332 3.670 -0.325 0.004
C -1.821 4.045 -1.640 -0.001
P -2.728 2.104 -0.046 -0.016
O -1.560 1.176 0.143 -0.044
N -3.569 1.684 -1.394 0.001
C -3.663 0.306 -1.862 0.016
C -4.579 2.555 -1.980 0.001
N -3.599 2.086 1.350 0.000
C -4.961 2.602 1.345 0.000
C -3.305 1.187 2.460 0.007
H -1.775 5.451 0.616 0.000
H -2.893 4.447 1.545 0.000
H -3.480 5.381 0.152 0.000
H -1.004 4.757 -1.521 0.000
H -2.592 4.517 -2.257 0.000
H -1.441 3.167 -2.163 0.002
H -2.825 -0.279 -1.506 -0.006
H -3.651 0.306 -2.954 -0.001
H -4.599 -0.160 -1.534 -0.001
H -4.507 3.567 -1.585 0.000
H -5.586 2.177 -1.776 0.000
H -4.442 2.595 -3.063 0.000
H -5.088 3.363 0.575 0.000
H -5.178 3.067 2.308 0.000
H -5.694 1.808 1.172 0.000
H -2.274 0.848 2.414 -0.001
H -3.959 0.308 2.444 0.000
H -3.466 1.715 3.403 0.000
F -0.041 2.478 -9.014 0.000
C -0.469 1.262 -8.649 -0.002
F -1.755 1.158 -9.032 0.001
F 0.222 0.359 -9.363 0.001
C -0.322 1.024 -7.173 0.022
C 0.171 2.011 -6.335 -0.009
C 0.284 1.763 -4.977 0.028
C -0.098 0.528 -4.450 -0.026
C -0.590 -0.461 -5.308 0.034
C -0.700 -0.212 -6.662 -0.012
C -0.004 0.287 -3.044 0.163
C 0.023 0.105 -1.843 -0.155
H 0.469 2.967 -6.741 0.000
H 0.675 2.528 -4.318 0.002
H -0.887 -1.418 -4.902 0.002
H -1.080 -0.978 -7.327 0.000

=====

(5)
80
Properties=species:S:1:pos:R:3:mulliken_charge:R:1 method="wB97M-V/def2-TZVPD" e_homo_ev=-14.3 lumo_ev=-6.536 gap_ha=0.286 charge=+2 relative_energy_kcal_mol=0.0
Lu -0.499 -0.036 -1.036 1.037
P 0.238 -2.208 -2.477 0.611
P 0.417 2.448 -0.441 -0.207
N 0.595 0.794 -3.024 -0.195
C 1.087 -1.525 -3.947 -0.905
H 2.003 -2.110 -4.112 0.483
H 0.443 -1.669 -4.822 0.376
C 1.460 -0.045 -3.874 -1.129
H 2.482 0.067 -3.490 0.422
H 1.483 0.409 -4.874 0.619
C 0.886 2.257 -3.195 -1.489
H -0.044 2.755 -3.505 0.360
H 1.622 2.362 -4.002 0.528
C 1.465 2.852 -1.911 -0.507
H 1.575 3.941 -1.987 0.618
H 2.468 2.444 -1.708 0.526
C 1.297 3.260 0.939 0.777
C 2.262 2.264 1.593 -1.443
H 3.006 1.872 0.893 0.371
H 1.738 1.409 2.038 0.192
H 2.792 2.772 2.408 0.499
C -1.145 3.390 -0.855 0.368
C -2.336 3.012 0.049 -1.296
H -3.263 3.120 -0.536 0.421
H -2.415 3.672 0.927 0.404
H -2.321 1.968 0.411 0.142
C -1.376 -2.837 -3.173 0.502
C -2.155 -3.662 -2.137 -1.410
H -3.111 -3.960 -2.593 0.550
H -2.383 -3.083 -1.229 0.172
H -1.630 -4.583 -1.839 0.246
C 1.281 -3.595 -1.898 0.383
C 0.936 -4.001 -0.460 -1.206
H 1.616 -4.810 -0.159 0.481
H -0.093 -4.375 -0.367 0.200
H 1.080 -3.178 0.251 0.198
C 1.659 -0.486 -0.539 0.420
O 2.813 -0.610 -0.400 -0.308
C -0.866 4.902 -0.928 -1.640
H 0.190 5.176 -0.777 0.426
H -1.149 5.279 -1.923 0.268
H -1.468 5.452 -0.191 0.440
C -1.246 -3.555 -4.527 -1.481
H -2.022 -4.330 -4.606 0.388
H -1.395 -2.841 -5.349 0.439
H -0.277 -4.049 -4.683 0.299
C 1.313 -4.792 -2.846 -1.655
H 1.992 -5.547 -2.428 0.495
H 0.328 -5.263 -2.955 0.326
H 1.701 -4.530 -3.837 0.339
C 0.376 3.888 1.985 -1.187
H -0.371 3.181 2.369 0.066
H 0.986 4.197 2.843 0.500
H -0.149 4.773 1.610 0.260
H 1.886 4.057 0.454 0.675
H 2.283 -3.136 -1.887 0.575
H -1.392 3.026 -1.870 0.571
H -1.930 -1.892 -3.339 0.248
H -0.521 0.667 -3.261 0.150
H -1.619 0.430 -2.780 -0.060
N 0.515 1.455 9.547 -0.429
C 0.261 1.087 8.463 -0.101
C -0.059 0.625 7.139 0.533
C -1.097 1.238 6.419 -0.856
C -1.366 0.832 5.108 -0.123
C -0.677 -0.262 4.585 0.442
C 0.306 -0.933 5.315 -0.455
C 0.654 -0.447 6.580 -0.833
N -0.983 -0.695 3.266 0.327
C -1.203 -2.013 2.849 -0.402
C -1.389 -1.971 1.507 -0.926
N -1.216 -0.644 1.071 -0.310
C -1.001 0.097 2.175 -0.152
H -1.695 2.026 6.880 0.458
H -2.142 1.316 4.508 0.519
H 0.826 -1.784 4.870 0.479
H 1.469 -0.912 7.137 0.455
H -1.248 -2.828 3.564 0.579
H -1.673 -2.759 0.814 0.487
H -0.865 1.184 2.214 0.052

=====

(6)
79
Properties=species:S:1:pos:R:3:mulliken_charge:R:1 method="wB97M-V/def2-TZVPD" e_homo_ev=-5.2 lumo_ev=-1.021 gap_ha=0.153
C -0.890 1.429 1.635 0.304
C 0.139 0.681 2.311 -0.583
C 1.402 1.077 1.782 -0.761
H 0.011 -0.093 3.058 0.411
C 1.154 2.076 0.770 -0.354
C -0.269 2.284 0.680 -1.135
H -0.817 2.974 0.048 0.445
H -1.953 1.405 1.834 0.201
H 2.334 0.576 2.027 0.473
H 1.895 2.516 0.117 0.487
C -0.669 -2.280 -0.719 -0.892
C -1.683 -1.705 0.099 -0.012
C -2.211 -0.546 -0.560 0.647
H -2.023 -2.113 1.042 0.174
C -1.534 -0.405 -1.817 -1.170
C -0.584 -1.484 -1.923 -0.653
H 0.186 -1.582 -2.681 0.502
H -0.044 -3.101 -0.401 0.505
H -3.031 0.056 -0.189 -0.064
H -1.718 0.393 -2.524 0.456
Y 0.222 -0.085 -0.034 1.517
O 3.480 0.027 -1.795 -0.418
C 4.623 -0.244 -0.984 -0.443
C 4.732 0.748 -2.091 -0.086
H 4.550 0.161 0.018 0.281
H 5.125 -1.198 -1.116 0.290
H 4.747 1.810 -1.810 0.422
H 6.723 2.203 -3.234 0.307
C 6.513 1.287 -3.801 -0.440
C 5.474 0.424 -3.338 0.426
C 5.231 -0.766 -4.055 -0.320
H 4.429 -1.441 -3.723 0.315
C 5.962 -1.069 -5.213 -0.554
H 5.730 -1.986 -5.769 0.356
C 6.976 -0.207 -5.664 -0.371
H 7.550 -0.451 -6.566 0.351
C 7.259 0.976 -4.957 -0.516
H 8.051 1.659 -5.295 0.356
C -5.271 1.997 0.597 -1.005
Si -5.995 0.412 1.257 0.981
C -7.734 0.679 1.860 -1.081
C -5.965 -0.935 -0.031 -0.976
Si -4.817 -0.261 3.140 -0.142
Te -2.529 -1.025 3.322 -0.846
Si -4.713 1.345 4.849 0.435
C -6.397 1.459 5.638 -0.980
C -3.419 0.854 6.107 -0.952
C -4.208 2.966 4.069 -0.879
Si -5.427 -2.403 3.915 0.448
C -7.208 -2.354 4.482 -1.052
C -5.186 -3.604 2.506 -0.842
C -4.318 -2.912 5.332 -0.985
H -5.862 2.229 -0.307 0.433
H -4.214 1.906 0.302 0.122
H -5.372 2.830 1.310 0.300
H -8.305 1.003 0.969 0.375
H -8.197 -0.240 2.255 0.205
H -7.802 1.474 2.621 0.224
H -4.947 -1.210 -0.346 0.217
H -6.488 -1.845 0.305 0.254
H -6.496 -0.517 -0.905 0.392
H -6.695 0.516 6.127 0.229
H -6.318 2.244 6.416 0.367
H -7.187 1.757 4.928 0.235
H -2.415 0.790 5.656 0.190
H -3.430 1.658 6.869 0.374
H -3.650 -0.104 6.599 0.225
H -3.243 2.889 3.545 0.155
H -4.962 3.351 3.367 0.219
H -4.086 3.682 4.901 0.402
H -7.910 -2.088 3.675 0.274
H -7.448 -3.379 4.825 0.375
H -7.364 -1.665 5.330 0.211
H -4.144 -3.605 2.148 0.140
H -5.411 -4.607 2.918 0.398
H -5.856 -3.407 1.653 0.241
H -3.253 -2.957 5.031 0.264
H -4.416 -2.246 6.204 0.211
H -4.657 -3.927 5.619 0.389